Below is 18 unconnected molecules or ions with the total composition C82H187F9N10O33S3 in a non-equilibrium geometry, with properties calculated with ωB97M-V/def2-TZVPD.

Geometry as XYZ:
```
324
Properties=species:S:1:pos:R:3:forces:R:3:mulliken_charge:R:1
C 5.010 4.489 -8.086 0.510 -1.566 -1.291 -0.8553
O 5.368 3.901 -6.832 0.068 0.090 0.016 -0.3560
C 4.783 4.533 -5.712 -0.449 1.477 -0.946 -0.7176
C 5.146 3.964 -4.374 0.041 -2.114 -0.987 -0.2606
N 4.860 2.415 -4.402 0.379 1.513 2.041 0.5490
H 3.907 2.268 -4.702 -1.604 0.134 -0.007 0.0427
H 5.430 1.967 -5.105 0.792 -0.094 0.150 0.5185
C 4.958 1.868 -2.972 -0.584 1.050 0.191 -0.0878
C 6.339 2.088 -2.340 0.177 -1.398 -1.103 -0.3223
O 7.377 1.826 -3.295 0.073 -0.866 0.429 -0.5198
C 7.650 0.413 -3.374 0.004 -0.300 -0.569 -0.7091
H 5.434 5.449 -8.380 -0.065 0.338 0.921 0.3190
H 3.974 4.393 -8.411 -0.582 0.496 1.021 0.3357
H 5.424 3.811 -8.833 0.564 -0.134 0.116 0.3124
H 3.714 4.615 -5.907 -0.355 -0.371 0.517 0.2906
H 5.112 5.571 -5.685 0.186 0.355 0.079 0.4950
H 4.529 4.412 -3.596 -0.088 -0.263 -0.105 0.0001
H 6.213 4.065 -4.174 -0.090 -0.061 0.014 0.6646
H 4.438 0.918 -2.844 0.790 -0.484 -0.633 0.3788
H 4.277 2.470 -2.371 -0.209 0.368 -0.329 -0.5013
H 6.428 1.353 -1.540 -0.031 0.471 0.443 0.3981
H 6.449 3.110 -1.977 0.109 -0.140 -0.020 0.2203
H 8.448 0.203 -4.086 0.101 0.585 0.033 0.3568
H 6.808 -0.172 -3.743 -0.553 0.225 -0.166 0.2700
H 7.916 -0.105 -2.452 0.130 0.692 0.487 0.2786
C -7.350 1.604 3.055 3.471 -1.078 0.390 -0.9056
O -8.039 2.677 3.570 -2.319 3.293 0.975 -0.4548
C -7.312 3.768 4.241 1.530 -1.992 -1.190 -0.7370
C -6.969 4.851 3.220 -1.080 -0.148 -0.853 -0.2853
N -8.345 5.384 2.749 1.440 0.696 -1.928 -0.1143
H -8.989 4.610 2.681 -0.294 -0.703 0.223 0.4251
H -8.648 6.019 3.473 -0.492 0.266 0.072 0.3886
C -8.356 6.091 1.346 -0.165 -0.532 0.063 -0.6898
C -8.367 5.112 0.139 0.371 -0.545 0.564 -0.6190
O -7.155 4.418 -0.009 0.916 1.531 1.065 0.1554
C -6.963 3.519 -1.073 -0.574 -2.211 0.083 -0.9035
H -6.452 1.892 2.508 -0.145 0.587 -1.022 0.2112
H -7.883 0.859 2.465 -0.677 0.619 0.297 0.3786
H -6.778 1.103 3.837 -0.615 -0.674 0.613 0.5905
H -6.399 3.284 4.588 0.345 0.401 0.205 0.3989
H -7.767 4.222 5.121 -0.830 -0.569 -0.143 0.4202
H -6.473 4.464 2.330 -0.133 -0.221 0.084 0.0636
H -6.425 5.741 3.537 0.032 -0.256 0.520 0.4522
H -7.561 6.836 1.319 0.155 -0.255 0.193 0.1729
H -9.301 6.630 1.278 -0.019 0.011 0.207 0.4076
H -8.586 5.630 -0.794 -0.336 0.415 0.125 0.4271
H -9.184 4.425 0.360 -0.305 -0.316 -0.290 0.4716
H -7.312 3.770 -2.075 0.011 0.588 0.120 0.5007
H -7.445 2.591 -0.765 -0.626 -0.191 -0.355 0.3656
H -5.942 3.141 -1.108 0.346 0.932 0.005 0.0046
C -2.109 0.833 8.868 0.864 -0.877 -1.555 -0.7972
O -1.230 0.512 7.713 -0.232 -0.031 2.129 -0.4152
C -1.168 1.542 6.752 0.005 -1.773 -0.699 -0.8548
C -0.402 0.867 5.527 1.396 0.414 0.024 1.2993
N 1.046 0.389 5.827 0.039 2.951 0.554 0.5023
H 1.177 0.174 6.805 0.145 0.269 0.609 0.5414
H 1.198 -0.508 5.387 0.121 -1.138 -0.952 -0.6384
C 2.167 1.366 5.298 0.509 -2.732 0.501 -0.4507
C 2.471 2.588 6.114 -0.355 0.945 -0.101 -0.3425
O 2.530 2.238 7.477 -0.739 0.021 1.190 -0.4163
C 2.425 3.371 8.331 -0.993 1.484 -0.765 -0.7647
H -1.971 0.047 9.610 0.470 0.247 0.009 0.2725
H -3.150 0.720 8.565 -0.108 0.461 -0.267 0.2946
H -1.877 1.828 9.248 -0.076 -0.061 0.119 0.2982
H -0.707 2.453 7.133 0.590 0.050 -0.057 0.5424
H -2.221 1.785 6.608 0.059 0.279 -1.311 0.4853
H -0.156 1.522 4.692 -0.968 0.352 0.197 -0.5937
H -0.785 -0.058 5.097 -1.003 0.271 0.454 -0.1940
H 1.980 1.469 4.229 -0.155 0.556 0.236 0.2490
H 3.059 0.744 5.368 -0.030 -0.323 -0.111 0.5483
H 1.799 3.391 5.812 -0.803 0.114 0.817 -0.0898
H 3.432 3.058 5.906 0.477 -0.528 -0.807 0.6353
H 3.204 4.115 8.166 0.671 -0.348 0.112 0.3498
H 2.228 3.271 9.398 0.737 -1.302 -0.083 0.3686
H 1.543 3.954 8.068 -0.477 -0.012 -0.499 0.1587
C -4.850 -5.717 -5.311 -0.625 -0.567 1.331 -0.8313
O -5.318 -4.827 -4.236 3.833 1.424 -2.884 -0.2013
C -6.100 -5.356 -3.303 -2.522 0.870 1.979 -0.6733
C -6.357 -4.317 -2.105 2.043 -0.083 -0.897 -0.6716
N -4.978 -3.958 -1.466 -2.092 0.459 -0.231 0.1388
H -4.455 -4.822 -1.454 0.788 -0.238 1.110 0.2361
H -4.484 -3.448 -2.184 0.640 0.655 -0.235 0.1399
C -5.141 -3.088 -0.151 1.063 -1.508 -0.949 0.0987
C -5.246 -1.619 -0.528 0.011 1.002 -1.495 -0.3581
O -4.175 -1.287 -1.497 -1.330 -1.340 1.787 0.6793
C -4.259 -0.090 -2.220 0.249 -0.200 -1.736 -1.3586
H -4.249 -5.266 -6.100 -0.346 0.831 0.517 0.2399
H -5.707 -6.220 -5.760 -0.213 0.152 -0.125 0.3853
H -4.231 -6.504 -4.881 0.097 -0.005 0.248 0.2995
H -5.747 -6.269 -2.824 0.023 -0.475 -0.234 0.3851
H -7.045 -5.425 -3.842 -0.915 -1.061 0.887 0.5165
H -6.993 -4.738 -1.327 0.036 0.009 -0.183 0.3292
H -6.695 -3.341 -2.454 -0.477 -0.318 -0.155 0.4494
H -4.290 -3.319 0.490 0.098 0.164 -0.201 -0.4902
H -6.013 -3.570 0.291 -0.107 0.783 0.292 0.4288
H -5.289 -0.886 0.278 0.860 -0.583 0.743 0.0988
H -6.238 -1.418 -0.933 -0.116 -0.236 -0.946 0.4173
H -5.057 -0.017 -2.958 -1.178 0.138 0.792 0.5323
H -3.536 -0.207 -3.027 0.946 0.297 0.447 -0.1081
H -4.087 0.829 -1.660 -0.115 -0.042 0.226 0.2696
C -3.682 11.751 0.044 -0.961 -0.104 0.223 -0.8358
O -3.352 10.378 -0.213 -0.146 0.681 -0.874 -0.3190
C -3.138 9.572 0.879 1.377 -0.841 0.678 -0.7743
C -3.052 8.095 0.442 -0.214 1.115 0.544 -0.1988
N -4.383 7.686 -0.129 0.323 -0.044 0.047 -0.0456
H -5.181 7.897 0.453 0.208 0.754 0.771 0.5103
H -4.561 8.219 -0.969 0.216 0.356 -0.603 0.4980
C -4.576 6.230 -0.378 1.393 0.286 0.905 -0.4390
C -3.673 5.722 -1.447 1.603 -1.542 -1.238 -0.7376
O -2.236 5.515 -1.153 -1.623 0.738 0.641 0.6257
C -1.389 5.477 -2.292 0.697 0.976 -0.725 -0.8854
H -3.021 12.377 0.642 0.844 -0.602 -0.080 0.3271
H -4.607 11.750 0.621 -0.370 0.148 -0.145 0.3498
H -3.837 12.244 -0.916 0.012 -0.247 0.092 0.2588
H -3.817 9.704 1.721 -0.826 0.025 -0.124 0.4245
H -2.183 9.803 1.349 0.437 -0.014 0.017 0.4978
H -2.787 7.474 1.298 -0.353 -0.204 0.028 0.1024
H -2.273 7.908 -0.297 -0.311 0.118 -0.225 0.1576
H -5.638 6.178 -0.617 0.245 -0.881 -0.112 0.2799
H -4.283 5.795 0.577 -0.551 -0.463 0.089 0.1823
H -3.822 6.371 -2.310 0.284 -0.149 -0.483 0.3423
H -3.977 4.698 -1.668 -0.647 0.167 -0.484 0.1825
H -1.223 6.484 -2.675 -0.305 0.434 -0.137 0.4997
H -1.666 4.887 -3.166 -0.672 -0.373 0.448 -0.1725
H -0.371 5.184 -2.036 -0.234 -0.498 0.572 0.1088
C -1.299 -2.426 -5.081 -1.248 -0.153 0.153 -0.4913
O -0.769 -2.169 -6.350 1.886 1.384 -1.488 -0.5277
C -0.002 -0.943 -6.526 -0.427 -0.658 0.812 -0.5558
C 1.503 -1.176 -6.182 -2.175 -1.251 0.652 -0.1950
N 2.021 -2.338 -7.074 0.340 0.552 1.059 -0.1503
H 1.966 -2.202 -8.073 -1.163 0.340 -0.486 0.3837
H 3.023 -2.233 -7.008 0.726 -0.666 0.768 0.4863
C 1.631 -3.814 -6.756 1.320 -0.607 -0.416 -0.3016
C 2.929 -4.612 -7.005 -0.096 0.241 0.478 -0.9685
O 3.774 -4.409 -5.876 -1.452 0.472 -0.527 -0.0855
C 4.975 -5.114 -5.971 0.650 -0.285 -0.270 -0.8713
H -1.683 -3.440 -5.194 0.273 -0.081 0.746 0.1128
H -2.174 -1.806 -4.883 -0.122 0.313 -0.086 0.4461
H -0.638 -2.286 -4.225 0.484 -0.355 -0.102 0.3347
H -0.480 -0.159 -5.938 0.472 0.132 0.470 0.3055
H -0.135 -0.567 -7.540 0.138 -0.498 -0.276 0.3751
H 1.599 -1.598 -5.181 -0.430 -0.430 0.069 0.0159
H 2.114 -0.290 -6.008 0.303 0.192 -1.460 0.2264
H 0.811 -4.163 -7.383 0.138 0.578 -0.187 0.4746
H 1.335 -4.025 -5.728 0.041 0.939 0.093 0.0932
H 3.415 -4.267 -7.918 0.266 0.301 -0.293 0.4126
H 2.763 -5.669 -7.211 -0.384 -0.194 0.388 0.5547
H 5.502 -4.827 -6.881 0.371 0.232 -0.012 0.3571
H 4.818 -6.189 -6.060 -0.148 -0.146 0.295 0.3462
H 5.552 -4.883 -5.076 0.026 -0.087 -0.262 0.2359
C 1.708 -9.973 -1.014 1.181 0.298 -0.989 -0.8235
O 2.501 -9.655 0.150 -2.642 2.229 -1.120 -0.1504
C 3.365 -10.615 0.618 -0.595 -0.530 -0.797 -0.6453
C 4.465 -9.877 1.310 2.229 -0.001 -0.175 -0.8330
N 5.077 -8.812 0.378 -0.560 -0.169 0.725 0.2835
H 5.431 -9.278 -0.444 -0.135 -0.765 -1.586 0.2747
H 4.383 -8.135 0.093 -0.611 0.149 -0.134 0.1570
C 6.294 -8.075 0.815 -0.265 0.455 1.989 -0.8198
C 6.136 -6.584 0.749 -1.135 2.218 -1.590 -0.7200
O 4.863 -6.024 1.169 0.739 -1.468 0.390 0.0316
C 4.623 -6.172 2.562 -0.359 -0.371 -0.195 0.0722
H 1.233 -9.114 -1.488 -0.451 0.552 1.250 0.1184
H 0.988 -10.790 -0.960 0.150 -0.043 0.625 0.3568
H 2.379 -10.140 -1.857 0.526 -0.929 0.080 0.4004
H 3.634 -11.151 -0.292 0.942 -0.677 0.401 0.4705
H 2.795 -11.242 1.303 0.519 -0.521 0.242 0.3211
H 5.339 -10.498 1.510 -0.152 -0.498 -0.150 0.4964
H 4.217 -9.536 2.315 -0.368 0.849 -0.433 0.4553
H 7.126 -8.378 0.179 0.195 -0.122 0.276 0.4492
H 6.351 -8.269 1.886 0.785 -0.637 -0.051 0.3938
H 6.178 -6.227 -0.280 0.153 -0.360 -0.269 0.2074
H 6.917 -5.995 1.230 0.347 -0.642 0.430 0.5741
H 5.486 -5.927 3.181 -0.077 1.095 -0.034 0.4903
H 4.448 -7.187 2.919 -0.308 -0.674 -0.566 0.0963
H 3.677 -5.648 2.701 0.535 0.375 0.685 -0.6075
C 1.200 -7.174 1.890 -0.550 -0.297 -0.171 -0.7429
C -0.231 -6.751 2.300 -0.063 0.834 0.311 0.8906
C -0.230 -5.982 3.610 -0.697 0.263 0.582 -1.0926
N -1.478 -5.052 3.914 0.775 0.641 1.046 0.6064
C -2.688 -5.939 4.252 0.074 1.211 -1.431 -0.9255
C -3.899 -5.075 4.627 -0.105 0.614 0.328 -0.0271
C -3.673 -4.279 5.877 0.471 0.677 1.120 -1.3318
C -2.298 -3.528 5.923 -0.227 -0.757 -1.085 0.0414
C -1.100 -4.279 5.197 -0.604 0.118 0.770 -0.5531
C -1.802 -4.016 2.778 0.289 -2.198 0.266 -0.2238
H 1.717 -7.778 2.636 -0.176 0.011 0.303 0.5484
H 1.859 -6.338 1.658 -0.238 0.211 0.085 -0.5823
H 1.170 -7.804 1.001 -0.110 0.093 -0.015 0.1872
H -0.918 -7.585 2.442 0.172 -0.224 -0.485 0.3247
H -0.660 -6.054 1.580 0.028 -0.374 -0.635 -0.3976
H 0.691 -5.404 3.691 -0.306 0.518 0.127 0.3217
H -0.257 -6.691 4.437 0.153 0.161 0.174 0.5916
H -2.330 -6.617 5.027 -0.293 -0.005 0.027 0.4899
H -2.856 -6.444 3.301 -0.211 -0.472 0.233 0.5870
H -4.843 -5.613 4.713 0.287 -0.554 -0.084 0.5558
H -4.140 -4.250 3.957 0.349 -0.407 -1.096 -0.1852
H -3.842 -4.828 6.803 0.424 -0.553 -0.013 0.3846
H -4.416 -3.487 5.970 -0.133 0.070 -0.383 0.5359
H -2.138 -3.472 7.000 0.843 0.382 -0.240 0.5807
H -2.451 -2.530 5.511 0.121 0.033 0.057 -0.2867
H -0.729 -4.952 5.971 0.004 -0.753 -0.473 0.6028
H -0.217 -3.712 4.902 -0.382 0.770 0.123 -0.2276
H -2.217 -3.079 3.148 0.043 -0.300 0.162 -0.2323
H -2.500 -4.585 2.164 -0.217 0.543 -0.188 0.5098
H -0.910 -3.914 2.159 0.121 0.294 0.375 -0.1938
C 2.297 -4.086 -0.463 -1.152 1.912 -0.142 -0.9492
C 1.416 -2.804 -1.030 1.829 0.198 2.165 -0.6157
C 1.135 -1.817 0.216 -1.193 -0.401 -0.296 0.3422
N 0.122 -0.670 -0.016 -0.574 -1.019 -2.350 0.5982
C 0.126 0.377 1.120 -0.518 -0.733 -0.983 -0.1914
C -0.946 1.475 0.838 0.737 0.543 -0.184 0.3491
C -0.713 2.218 -0.529 0.356 -1.478 0.246 1.3896
C -0.422 1.186 -1.686 -0.504 0.961 0.000 0.1735
C 0.519 0.037 -1.357 -0.675 0.200 1.887 -0.0425
C -1.263 -1.389 -0.220 1.176 1.570 0.951 0.1030
H 1.735 -4.823 0.112 -0.623 -0.097 -0.673 -0.1696
H 2.967 -3.739 0.324 0.426 0.394 -0.401 -0.0757
H 2.867 -4.532 -1.278 -0.121 -0.074 0.162 0.7074
H 0.595 -3.077 -1.692 -0.334 -0.157 0.583 0.4183
H 2.093 -2.185 -1.618 0.239 -0.412 -0.342 0.2898
H 2.036 -1.339 0.600 0.197 -0.180 -0.285 0.5662
H 0.671 -2.345 1.049 0.299 -0.216 0.098 -0.5386
H 1.164 0.709 1.133 -0.018 0.553 -0.142 -0.1681
H 0.049 -0.202 2.040 -0.547 0.083 0.172 0.5915
H -0.951 2.206 1.647 0.557 0.000 0.079 -0.4657
H -1.976 1.133 0.931 0.142 -0.587 -0.357 -0.3568
H 0.107 2.934 -0.472 0.309 -0.195 0.261 -1.1017
H -1.572 2.850 -0.754 -0.185 -0.260 -0.157 0.2636
H 0.013 1.721 -2.531 0.323 0.100 -0.015 -0.1493
H -1.363 0.841 -2.113 -0.156 -0.384 0.293 -0.3421
H 1.516 0.407 -1.116 0.223 -0.033 -0.411 0.1672
H 0.519 -0.734 -2.127 0.099 0.207 0.080 0.0424
H -1.335 -1.998 0.681 -0.432 -0.200 -0.343 0.0905
H -1.289 -1.950 -1.154 0.188 -0.082 0.263 -0.1842
H -2.023 -0.608 -0.226 0.024 -0.324 -0.049 0.0355
C 6.519 5.027 2.055 0.124 -0.031 0.169 -1.6417
C 5.229 4.304 1.790 -0.576 -0.056 -0.112 1.0837
C 3.974 5.132 2.141 1.804 -0.810 -0.011 -0.5036
N 3.214 5.562 0.891 0.051 -0.356 1.152 0.7025
C 2.034 6.314 1.515 -0.982 1.633 -1.942 -0.5428
C 1.084 6.960 0.410 1.454 0.069 -0.099 0.2170
C 1.952 7.844 -0.588 -1.711 -0.520 0.678 -1.3591
C 3.195 7.173 -1.095 -0.135 0.245 -0.734 -0.2711
C 4.060 6.444 -0.117 -0.436 -0.190 1.642 -0.5313
C 2.795 4.326 0.183 -1.535 0.204 -0.527 0.3090
H 6.519 5.355 3.095 0.258 -0.195 0.166 0.3793
H 6.658 5.947 1.487 0.104 -0.146 -0.379 0.2668
H 7.314 4.300 1.889 0.325 0.432 0.046 0.4656
H 5.251 3.360 2.334 -0.193 0.119 0.375 0.3129
H 5.131 3.901 0.782 0.299 0.303 -0.197 -0.8659
H 4.217 5.988 2.771 0.168 0.446 -0.551 0.7911
H 3.416 4.510 2.841 -1.117 0.053 -0.785 -0.0554
H 2.478 7.139 2.072 0.191 0.023 -0.060 0.5825
H 1.485 5.719 2.245 0.206 -0.595 -0.424 -0.1205
H 0.339 7.603 0.879 0.211 0.008 0.394 0.5738
H 0.475 6.211 -0.096 0.299 -0.212 -0.104 -0.4076
H 2.106 8.823 -0.133 0.520 -0.113 0.317 0.3519
H 1.388 8.097 -1.486 -0.416 -0.144 0.056 0.4907
H 3.747 7.944 -1.633 0.613 0.002 0.313 0.6296
H 2.970 6.490 -1.915 -0.491 -0.310 0.109 -0.0783
H 4.625 7.071 0.574 0.147 0.177 -0.320 0.4962
H 4.703 5.820 -0.737 0.217 -0.359 0.828 0.1151
H 1.961 4.645 -0.442 0.147 -0.259 -0.396 -0.3716
H 2.375 3.605 0.885 0.359 -0.009 0.119 0.1941
H 3.583 3.902 -0.439 -0.133 0.072 0.339 -0.3961
C 5.818 -7.613 -3.726 -0.494 -0.104 -0.081 -0.8626
C 6.619 -8.415 -2.671 2.440 0.963 1.218 0.6024
O 7.643 -7.832 -2.182 -1.498 -0.100 -0.590 -0.7094
O 6.279 -9.576 -2.306 -1.396 0.406 -0.061 -0.8467
H 5.953 -6.533 -3.773 0.640 -0.076 0.777 0.1704
H 4.751 -7.733 -3.537 -0.184 -0.394 -0.237 0.3207
H 6.052 -7.910 -4.748 -0.087 -0.592 0.049 0.4012
C 0.183 3.775 -5.089 0.438 0.038 -0.127 -0.8289
C 1.514 3.275 -4.480 -1.979 1.585 1.396 0.2412
O 1.941 3.941 -3.527 0.719 2.161 1.109 -0.3144
O 1.970 2.171 -4.700 1.398 -3.702 -2.394 -0.6442
H -0.104 3.434 -6.084 0.299 -0.256 0.096 0.4983
H 0.163 4.865 -5.087 0.055 -0.002 0.058 0.3382
H -0.575 3.431 -4.385 -0.110 -0.057 -0.096 -0.2782
C 3.067 -2.887 3.296 0.860 0.000 0.256 0.8768
C 2.205 -2.277 4.376 0.607 -1.042 0.480 0.4625
O 1.120 -1.866 3.993 -3.933 1.695 -2.300 -0.4346
O 2.487 -2.193 5.572 1.867 -0.253 1.251 -0.8601
H 3.935 -3.361 3.755 0.176 0.075 -0.330 0.6837
H 3.345 -2.072 2.628 0.387 0.059 0.246 -0.7377
H 2.558 -3.586 2.633 -0.420 -0.230 0.355 -0.8247
C -0.899 -6.546 -1.994 -0.033 -0.545 0.623 -1.3073
C -1.661 -5.251 -1.647 -1.453 -0.285 -3.119 0.5676
O -2.089 -4.636 -2.688 0.398 0.139 0.929 -0.6395
O -1.980 -4.986 -0.485 0.302 0.138 1.337 -0.5499
H 0.136 -6.465 -1.661 0.093 -0.227 0.024 0.0722
H -0.956 -6.919 -3.016 0.197 0.976 -0.340 0.4969
H -1.387 -7.385 -1.497 0.173 0.067 0.794 0.4000
C -3.681 0.211 2.968 -0.336 -0.111 -1.365 0.2717
C -4.374 -0.971 3.652 0.895 1.408 -0.603 0.3970
O -4.546 -0.754 4.830 -0.920 0.134 3.235 -0.7562
O -4.582 -2.016 3.035 -0.250 -1.746 -1.715 -0.6181
H -2.774 -0.213 2.538 0.662 0.426 0.510 -0.4449
H -3.618 1.084 3.617 0.655 -0.296 -0.004 0.2344
H -4.170 0.540 2.050 -0.593 -0.001 -0.259 0.0164
C 5.327 -1.260 0.211 -0.699 0.925 0.557 0.4788
F 6.502 -1.270 -0.492 -1.966 -0.172 0.512 -0.2059
F 4.202 -1.474 -0.594 1.985 -0.187 0.345 -0.2402
F 5.353 -2.233 1.137 0.209 0.770 -1.171 -0.0876
S 4.937 0.449 1.058 2.111 1.509 4.918 0.3432
O 6.211 1.027 1.614 -1.686 -1.566 -2.155 -0.6999
O 4.298 1.338 0.110 -0.289 -0.467 -1.347 -0.2297
O 4.080 0.083 2.206 0.122 -0.414 -2.052 -0.2358
C -0.800 5.587 5.040 0.503 -2.599 1.427 0.2035
F -0.878 6.760 4.515 0.056 1.723 -0.630 -0.1826
F 0.345 5.508 5.823 -0.955 0.012 -1.416 -0.2401
F -1.803 5.454 5.954 0.301 -0.153 -1.099 -0.2171
S -0.839 4.231 3.553 -0.109 -2.131 0.037 0.3165
O -1.207 4.978 2.344 -0.627 0.281 1.255 -0.0212
O 0.506 3.694 3.415 0.908 0.923 0.514 -0.7722
O -1.709 3.128 4.007 -0.145 2.384 -0.338 -0.1734
C -3.711 3.304 -5.346 -1.146 -1.074 -0.620 0.3478
F -4.194 4.567 -5.419 0.333 -0.381 -0.050 -0.2579
F -2.672 3.168 -6.171 -0.391 0.204 -1.069 -0.2172
F -3.152 3.139 -4.164 0.099 0.127 2.073 -0.0190
S -5.135 1.992 -5.584 0.790 -1.384 0.308 0.9714
O -4.473 0.672 -5.334 -0.554 2.290 -0.592 -0.5302
O -6.072 2.307 -4.493 0.698 0.400 -0.871 -0.5894
O -5.542 2.263 -6.954 0.183 -0.166 1.266 -0.6537
```
Positions in Å, forces in eV/Å.

Results
Energy above the lowest of the compared OMol25 structures with the same formula, charge and spin ... 34.9 kcal per mole
Electronic energy ... -227466.844 eV
Kohn-Sham gap ... 5.1 eV
Charge ... +2
Strongest force on any atom ... 5.56 eV Å⁻¹